# C4H11NO2

A single C4H11NO2 molecule at a distorted geometry (ωB97M-V/def2-TZVPD, the OMol25 dataset).

Cartesian coordinates (Å):
C: 1.37 0.10 0.39
C: -0.01 0.61 -0.10
C: 0.10 1.29 -1.47
O: 1.02 2.35 -1.42
N: -1.07 -0.40 -0.20
C: -1.43 -1.07 1.02
O: -0.56 -2.17 1.27
H: 2.24 0.30 -0.23
H: 1.31 -0.99 0.51
H: 1.54 0.45 1.41
H: -0.35 1.31 0.67
H: 0.40 0.50 -2.17
H: -0.88 1.61 -1.82
H: 1.94 2.09 -1.55
H: -0.78 -1.18 -0.79
H: -2.45 -1.47 1.00
H: -1.38 -0.35 1.85
H: -1.01 -2.95 1.63

Summary:
Orbital gap, eV: 10.028
Highest occupied orbital energy, eV: -9.2
E_tot, eV: -9910.5899
LUMO, eV: 0.82
Charge: 0
SMILES: C[C@@H](CO)NCO

---

# C4H11NO2

3 unconnected molecules or ions with the total composition C4H11NO2 at a distorted geometry (ωB97M-V/def2-TZVPD, the OMol25 dataset).

Cartesian coordinates (Å):
C: 1.42 0.57 -2.39
C: 0.59 1.25 -1.59
C: 0.32 0.90 -0.19
C: 1.34 0.78 0.68
N: -1.02 0.78 0.20
H: 1.64 0.92 -3.44
H: 2.14 -0.32 -2.04
H: 0.13 2.11 -1.98
H: 2.37 0.97 0.37
H: 1.33 0.46 1.73
H: -1.19 0.62 1.15
H: -1.72 1.34 -0.08
O: -1.23 -0.78 2.86
H: -0.54 -1.21 2.39
H: -2.11 -1.06 2.78
O: -0.71 -2.49 -0.38
H: -0.45 -1.59 0.09
H: -1.02 -2.46 -1.25

Summary:
Orbital gap, eV: 9.281
Highest occupied orbital energy, eV: -8.5
E_tot, eV: -9909.2355
LUMO, eV: 0.80
Charge: 0
SMILES: C=CC(=C)N.O.O

---

# C4H11NO2

3 unconnected molecules or ions with the total composition C4H11NO2 at a distorted geometry (ωB97M-V/def2-TZVPD, the OMol25 dataset).

Cartesian coordinates (Å):
C: -0.23 -0.15 -0.04
C: 2.11 0.61 0.66
C: 0.01 -0.23 -1.52
C: -2.60 0.40 0.10
N: -0.17 0.98 0.59
O: -0.18 -1.33 0.65
O: 2.65 -0.65 0.48
H: -0.02 -2.07 0.05
H: 2.53 -1.17 1.28
H: -0.34 0.84 1.58
H: 2.38 1.28 -0.15
H: 2.17 1.02 1.67
H: -0.03 0.77 -1.95
H: -0.76 -0.85 -1.99
H: 0.98 -0.68 -1.71
H: -2.91 -0.63 -0.05
H: -2.86 0.80 1.08
H: -2.72 1.07 -0.73

Summary:
Orbital gap (alpha / beta), eV: 7.000 / 8.091
Highest occupied orbital energy (alpha / beta), eV: -6.4 / -7.5
E_tot, eV: -9906.1892
LUMO (alpha / beta), eV: 0.62 / 0.62
Charge: 0

---

# C4H11NO2

2 unconnected molecules or ions with the total composition C4H11NO2 (ωB97M-V/def2-TZVPD, the OMol25 dataset).

Cartesian coordinates (Å):
C: -0.40 1.88 -2.57
N: -0.27 1.74 -1.12
C: -0.84 0.48 -0.63
C: -0.73 0.39 0.89
C: -0.45 -1.00 1.42
O: -0.54 -2.03 0.82
H: 0.23 2.71 -2.90
H: -1.43 2.00 -2.90
H: 0.02 1.00 -3.06
H: -0.76 2.53 -0.69
H: -0.24 -0.33 -1.04
H: -1.87 0.32 -0.98
H: 0.19 0.92 1.15
H: -1.55 0.81 1.48
H: -0.07 -0.99 2.47
O: 2.75 -1.54 1.39
H: 3.69 -1.56 1.16
H: 2.27 -1.70 0.57

Summary:
Orbital gap, eV: 9.977
Highest occupied orbital energy, eV: -9.1
E_tot, eV: -9910.6923
LUMO, eV: 0.86
Charge: 0
SMILES: CNCCC=O.O

---

# C4H11NO2

2 unconnected molecules or ions with the total composition C4H11NO2 at a distorted geometry (ωB97M-V/def2-TZVPD, the OMol25 dataset).

Cartesian coordinates (Å):
C: 0.41 -2.24 -0.94
C: 1.00 -0.95 -0.28
N: 0.26 -0.33 0.76
C: 0.68 0.92 1.29
C: -1.01 -0.88 1.18
O: 1.98 -0.43 -0.72
H: 0.42 -3.08 -0.25
H: 1.19 -2.41 -1.69
H: -0.49 -1.93 -1.48
H: 1.10 0.90 2.30
H: 1.40 1.27 0.55
H: -0.16 1.58 1.47
H: -1.86 -0.25 0.87
H: -1.03 -1.06 2.26
H: -1.25 -1.82 0.71
H: -1.56 3.72 -1.79
H: -0.26 3.21 -1.86
O: -0.82 3.79 -2.41

Summary:
Orbital gap (alpha / beta), eV: 10.849 / 5.516
Spin multiplicity: 2
Highest occupied orbital energy (alpha / beta), eV: -14.3 / -14.3
E_tot, eV: -9902.0562
LUMO (alpha / beta), eV: -3.46 / -8.80
Expectation value of S²: 0.7654
Charge: +1

---

# C4H11NO2S

2 unconnected molecules or ions with the total composition C4H11NO2S at a distorted geometry (ωB97M-V/def2-TZVPD, the OMol25 dataset).

Cartesian coordinates (Å):
O: -0.73 -2.03 1.60
C: -0.06 -1.83 0.64
N: -0.56 -1.62 -0.66
C: 0.31 -0.87 -1.54
C: -0.21 0.56 -1.46
C: 0.96 1.53 -1.32
S: 1.55 1.41 0.44
H: 0.98 -2.04 0.72
H: -1.61 -1.41 -0.66
H: 1.33 -1.02 -1.38
H: 0.36 -1.28 -2.53
H: -1.00 0.54 -2.30
H: -0.99 0.91 -0.76
H: 1.94 1.31 -1.90
H: 0.74 2.57 -1.42
H: 1.55 2.69 0.79
O: -2.53 0.69 1.56
H: -2.34 -0.23 1.92
H: -1.71 1.16 1.72

Summary:
Orbital gap, eV: 10.042
Highest occupied orbital energy, eV: -9.5
E_tot, eV: -20745.3485
LUMO, eV: 0.57
Charge: 0
SMILES: O=CNCCCS.O